Entry 1:
Computed, not measured: a structure of composition C37H86AsCl2F6N4O19Zn in a non-equilibrium geometry, with ωB97M-V/def2-TZVPD.

Atoms and positions in Å:
Zn -30.981 -15.810 -29.686
As -27.255 -14.925 -29.659
F -27.202 -13.272 -30.153
F -27.194 -15.519 -31.287
F -27.297 -16.536 -29.007
F -27.320 -14.340 -28.018
F -29.025 -15.001 -29.774
F -25.513 -15.005 -29.593
C -23.833 -17.876 -30.715
C -23.214 -17.185 -29.513
C -21.976 -17.925 -29.036
O -22.254 -19.077 -28.263
C -22.713 -18.786 -26.955
N -22.815 -15.826 -29.924
H -24.813 -17.433 -30.926
H -23.990 -18.950 -30.588
H -23.216 -17.772 -31.609
H -23.950 -17.153 -28.699
H -21.310 -17.259 -28.466
H -21.329 -18.237 -29.860
H -22.662 -17.715 -26.736
H -22.065 -19.271 -26.219
H -23.731 -19.151 -26.836
H -22.347 -15.391 -29.132
H -23.676 -15.300 -30.034
C -30.629 -9.461 -27.150
C -30.275 -10.684 -27.992
C -28.969 -11.337 -27.523
O -27.911 -10.402 -27.444
C -27.352 -10.088 -28.718
N -31.359 -11.691 -27.973
H -31.584 -9.042 -27.479
H -29.886 -8.667 -27.193
H -30.739 -9.745 -26.099
H -30.115 -10.337 -29.015
H -28.731 -12.142 -28.228
H -29.075 -11.693 -26.495
H -28.091 -9.587 -29.346
H -26.934 -10.976 -29.202
H -26.517 -9.423 -28.504
H -31.482 -11.872 -26.969
H -32.233 -11.183 -28.123
C -30.730 -12.445 -31.119
C -32.046 -13.171 -30.983
C -32.997 -12.693 -32.052
O -34.311 -13.138 -31.856
C -35.219 -12.579 -32.781
N -31.757 -14.645 -31.159
H -29.972 -12.698 -30.373
H -30.813 -11.367 -30.962
H -30.270 -12.621 -32.094
H -32.543 -13.066 -30.020
H -32.662 -13.030 -33.050
H -32.956 -11.600 -32.176
H -34.914 -12.826 -33.808
H -35.162 -11.485 -32.748
H -36.221 -12.940 -32.586
H -31.382 -14.684 -32.113
H -32.680 -15.055 -31.347
C -30.678 -14.606 -25.509
C -30.404 -15.087 -26.928
C -30.162 -16.593 -26.990
O -30.021 -17.027 -28.342
C -29.853 -18.444 -28.381
N -31.443 -14.710 -27.932
H -29.796 -14.782 -24.897
H -31.530 -15.131 -25.067
H -30.935 -13.549 -25.554
H -29.519 -14.555 -27.289
H -31.014 -17.041 -26.462
H -29.247 -16.826 -26.445
H -29.442 -18.708 -29.351
H -30.792 -18.996 -28.290
H -29.156 -18.788 -27.618
H -32.336 -14.941 -27.487
H -31.485 -13.679 -27.979
C -25.910 -17.115 -26.005
C -26.425 -18.401 -25.389
O -25.403 -19.352 -25.155
C -24.671 -19.322 -24.046
O -24.523 -18.374 -23.319
O -24.157 -20.536 -23.895
C -23.207 -20.677 -22.837
H -25.668 -17.290 -27.054
H -25.039 -16.685 -25.515
H -26.677 -16.335 -26.001
H -27.128 -18.869 -26.081
H -27.023 -18.226 -24.490
H -23.027 -21.729 -22.641
H -23.543 -20.152 -21.947
H -22.257 -20.239 -23.152
C -27.105 -19.658 -31.285
C -27.800 -18.348 -31.565
O -29.039 -18.626 -32.285
C -30.098 -17.900 -32.079
O -30.284 -17.106 -31.163
O -30.980 -18.175 -33.022
C -32.317 -17.719 -32.862
H -26.227 -19.483 -30.669
H -26.771 -20.177 -32.186
H -27.860 -20.347 -30.898
H -27.181 -17.688 -32.173
H -28.062 -17.787 -30.670
H -32.692 -17.910 -31.854
H -32.941 -18.283 -33.549
H -32.386 -16.659 -33.099
C -24.199 -13.407 -32.733
C -24.696 -12.210 -31.949
O -24.645 -11.001 -32.714
C -23.451 -10.505 -32.999
O -22.389 -10.859 -32.556
O -23.606 -9.513 -33.875
C -22.575 -8.541 -33.922
H -24.098 -14.302 -32.121
H -23.242 -13.236 -33.223
H -24.895 -13.649 -33.545
H -24.022 -12.079 -31.099
H -25.703 -12.369 -31.572
H -21.648 -8.970 -34.308
H -22.331 -8.168 -32.927
H -22.877 -7.731 -34.576
C -32.552 -14.822 -37.770
C -32.204 -14.792 -36.294
O -30.794 -14.727 -36.139
C -30.261 -14.726 -34.947
O -30.861 -14.808 -33.890
O -28.947 -14.701 -35.047
C -28.214 -14.585 -33.842
H -32.167 -15.741 -38.211
H -32.223 -13.935 -38.304
H -33.638 -14.857 -37.872
H -32.609 -15.651 -35.753
H -32.688 -13.909 -35.865
H -27.269 -14.062 -33.956
H -27.974 -15.559 -33.409
H -28.738 -14.000 -33.085
C -27.919 -6.000 -31.108
C -26.416 -6.144 -31.210
O -25.987 -7.510 -31.100
C -25.866 -7.980 -29.862
O -26.098 -7.376 -28.848
O -25.489 -9.253 -29.956
C -25.377 -10.013 -28.767
H -28.439 -6.569 -31.878
H -28.173 -4.957 -31.304
H -28.289 -6.343 -30.143
H -25.869 -5.525 -30.503
H -26.113 -5.843 -32.213
H -24.369 -10.049 -28.364
H -25.810 -10.991 -28.956
H -26.036 -9.631 -27.980
C -27.764 -10.538 -32.847
Cl -28.979 -9.285 -32.597
Cl -27.876 -11.264 -34.459
H -26.772 -10.126 -32.686
H -27.862 -11.347 -32.128

Summary:
Total energy   -8644.3346 a.u.
Energy relative to the best compared isomer or geometry (same formula, charge and spin)   672.3 kJ/mol
Charge   +1

---

Entry 2:
Computed, not measured: a cluster of 8 separate species, C37H87Cl4O19P in total in a non-equilibrium geometry, with ωB97M-V/def2-TZVPD.

Atoms and positions in Å:
Cl 2.042 -2.314 3.451
C 1.430 -3.599 2.438
C -0.053 -3.470 2.077
Cl -0.453 -4.905 1.076
H 1.597 -4.508 3.013
H 2.066 -3.646 1.556
H -0.254 -2.550 1.545
H -0.600 -3.560 3.012
Cl 6.813 -1.354 1.184
C 7.295 0.298 0.721
C 6.577 1.399 1.451
Cl 6.454 1.110 3.207
H 7.079 0.429 -0.341
H 8.375 0.368 0.822
H 5.588 1.622 1.061
H 7.227 2.273 1.430
C -0.978 1.678 1.220
O -0.945 0.391 0.631
P 0.320 -0.116 -0.206
O 0.804 0.784 -1.248
O 1.423 -0.515 0.894
C 2.391 0.367 1.397
O -0.232 -1.513 -0.619
C -0.171 -2.053 -1.948
H -1.964 2.135 1.246
H -0.327 2.371 0.678
H -0.661 1.608 2.267
H 3.249 -0.132 1.859
H 1.971 0.992 2.188
H 2.922 0.876 0.585
H -1.178 -2.347 -2.243
H 0.426 -2.960 -1.844
H 0.242 -1.423 -2.734
C 3.258 1.642 5.054
O 1.975 2.188 5.348
C 1.124 1.334 6.086
C 1.348 1.211 7.606
O 2.195 0.054 7.714
C 2.980 0.018 8.885
C 2.236 -0.059 10.210
O 1.556 -1.279 10.443
C 2.454 -2.332 10.699
H 3.716 1.383 6.010
H 3.909 2.349 4.545
H 3.176 0.750 4.428
H 1.150 0.337 5.635
H 0.134 1.755 5.878
H 0.392 0.990 8.087
H 1.823 2.113 8.002
H 3.688 0.851 8.948
H 3.537 -0.919 8.826
H 1.525 0.768 10.271
H 2.919 0.123 11.048
H 1.903 -3.231 10.969
H 3.068 -2.057 11.567
H 3.110 -2.604 9.867
C 1.439 -8.394 -5.782
O 0.897 -7.163 -5.360
C -0.349 -6.843 -5.985
C -1.034 -5.767 -5.194
O -1.723 -6.396 -4.121
C -1.077 -6.475 -2.859
C -2.090 -6.758 -1.746
O -2.875 -7.907 -1.868
C -2.192 -9.097 -2.223
H 2.142 -8.827 -5.073
H 1.925 -8.189 -6.744
H 0.676 -9.165 -5.950
H -0.995 -7.719 -6.059
H -0.064 -6.483 -6.982
H -1.730 -5.260 -5.866
H -0.311 -5.023 -4.848
H -0.549 -5.565 -2.569
H -0.443 -7.364 -2.853
H -2.739 -5.893 -1.588
H -1.452 -6.813 -0.844
H -1.538 -9.349 -1.379
H -1.700 -9.070 -3.196
H -2.959 -9.869 -2.284
C -3.722 0.397 -0.266
O -3.217 1.651 -0.720
C -2.601 1.540 -2.020
C -2.466 2.900 -2.691
O -3.672 3.372 -3.251
C -4.703 3.686 -2.347
C -5.888 4.263 -3.097
O -5.592 5.525 -3.687
C -5.648 6.569 -2.712
H -3.849 0.507 0.810
H -3.049 -0.447 -0.425
H -4.680 0.218 -0.762
H -3.361 1.049 -2.636
H -1.645 1.032 -1.920
H -1.807 2.884 -3.555
H -2.099 3.612 -1.938
H -4.276 4.489 -1.723
H -5.029 2.875 -1.692
H -6.875 4.311 -2.639
H -5.972 3.583 -3.954
H -6.645 6.470 -2.277
H -5.609 7.487 -3.297
H -4.886 6.655 -1.937
C -0.152 5.916 -1.145
O 0.413 6.337 0.061
C 1.509 5.568 0.474
C 2.065 6.091 1.806
O 1.070 6.054 2.801
C 0.929 4.825 3.435
C -0.408 4.523 4.092
O -0.756 5.362 5.176
C 0.121 5.412 6.238
H 0.473 6.246 -1.985
H -1.140 6.363 -1.263
H -0.318 4.835 -1.238
H 2.377 5.688 -0.192
H 1.164 4.538 0.604
H 2.590 7.031 1.644
H 2.866 5.387 2.077
H 1.688 4.659 4.212
H 1.047 3.983 2.734
H -0.297 3.535 4.560
H -1.204 4.476 3.351
H 1.099 5.885 6.041
H 0.418 4.418 6.628
H -0.344 5.959 7.061
C -2.699 -2.214 -5.252
O -3.196 -1.781 -6.520
C -3.262 -0.405 -6.768
C -2.002 0.401 -6.535
O -1.599 0.352 -5.164
C -0.427 1.091 -4.909
C 0.855 0.511 -5.449
O 0.954 -0.861 -5.039
C 1.757 -1.687 -5.874
H -3.137 -1.668 -4.411
H -1.619 -2.069 -5.164
H -2.946 -3.273 -5.284
H -4.068 0.031 -6.156
H -3.591 -0.289 -7.801
H -2.115 1.469 -6.741
H -1.183 -0.070 -7.090
H -0.408 1.208 -3.827
H -0.613 2.097 -5.312
H 1.795 0.909 -5.054
H 0.868 0.611 -6.541
H 1.213 -2.060 -6.745
H 1.901 -2.541 -5.212
H 2.694 -1.216 -6.170

Summary:
Total energy   -5073.3666 a.u.
SMILES   COP(=O)(OC)OC.COCCOCCOC.COCCOCCOC.COCCOCCOC.COCCOCCOC.COCCOCCOC.ClCCCl.ClCCCl
Charge   0

---

| no. | gap between HOMO and LUMO (eV) |
| --- | --- |
| 1 | 7.195 |
| 2 | 9.693 |